Record 1
DFT (ωB97M-V/def2-TZVPD) results for a structure of composition C14H15NSeTl in a non-equilibrium geometry.

```
32
Properties=species:S:1:pos:R:3:lowdin_charge:R:1
C -0.819 1.005 -2.002 -0.230
C -1.054 -0.389 -2.157 -0.221
C 0.206 -1.055 -2.208 -0.263
C 1.221 -0.070 -2.069 -0.268
C 0.590 1.204 -1.934 -0.233
Tl 0.000 0.000 0.000 0.545
C -1.650 -1.638 0.792 -0.148
C -2.355 -0.502 0.872 -0.249
C -3.275 0.437 0.957 -0.003
N -0.309 1.279 1.091 -0.400
H 0.363 -2.130 -2.318 0.092
H -2.037 -0.861 -2.229 0.103
H 2.297 -0.252 -2.044 0.091
H 1.096 2.160 -1.793 0.104
H -1.581 1.781 -1.913 0.103
H -1.678 -2.260 -0.111 0.074
H -0.600 2.118 1.609 -0.102
H -1.100 -2.025 1.657 0.055
H -4.305 0.157 1.219 0.061
H -3.049 1.491 0.773 0.057
Se 1.676 -2.067 0.431 0.666
C 2.746 -1.071 1.678 -0.651
C 2.916 -1.551 2.982 -0.146
C 3.700 -0.838 3.895 -0.110
C 4.313 0.357 3.507 -0.121
C 4.144 0.839 2.206 -0.097
C 3.364 0.126 1.290 -0.138
H 2.446 -2.477 3.287 0.084
H 3.833 -1.213 4.902 0.086
H 4.919 0.909 4.215 0.083
H 4.619 1.765 1.906 0.091
H 3.240 0.504 0.284 0.086
```

Output
Electronic energy   -3170.8177 Eh
Multiplicity   1
Total charge   -1
HOMO   -2.94 eV
Relative energy (zero: lowest compared OMol25 entry of this formula, charge and spin)   1.922 eV

Record 2
DFT (ωB97M-V/def2-TZVPD) results for a cluster of 2 separate species, C7H15O2P in total in a non-equilibrium geometry.

```
25
Properties=species:S:1:pos:R:3:lowdin_charge:R:1
C 2.145 -0.960 -1.831 -0.077
C 1.445 0.049 -1.343 -0.336
P -0.258 -0.034 -0.564 0.921
O -0.102 -1.618 -0.241 -0.333
C 0.055 0.521 1.208 -0.755
C -0.083 2.023 1.359 -0.151
C -1.129 -0.058 2.117 -0.100
C 1.459 0.108 1.632 -0.117
H 3.123 -0.720 -2.347 0.072
H 1.966 -1.991 -1.726 0.030
H 1.940 1.073 -1.525 0.087
H -0.504 -2.178 -0.929 0.055
H 0.870 2.510 1.033 0.080
H -0.908 2.425 0.796 0.053
H -0.236 2.444 2.477 0.124
H -2.012 -0.142 1.348 0.080
H -1.209 0.687 2.969 0.077
H -1.134 -1.141 2.458 0.082
H 1.504 -1.011 1.457 0.098
H 2.243 0.746 1.188 0.075
H 1.424 0.405 2.683 0.076
C -2.628 -0.798 -3.043 -0.167
O -1.592 -1.355 -2.861 -0.057
H -3.178 -0.017 -2.336 0.108
H -3.199 -0.968 -3.979 0.076
```

Output
Electronic energy   -767.4550 Eh
Multiplicity   1
Total charge   0
HOMO   -8.28 eV
Relative energy (zero: lowest compared OMol25 entry of this formula, charge and spin)   2.355 eV

Record 3
DFT (ωB97M-V/def2-TZVPD) results for a structure of composition C39H48FN7O5Sn.

```
101
Properties=species:S:1:pos:R:3:lowdin_charge:R:1
Sn -0.698 1.033 -2.043 1.545
O 1.245 0.781 -0.500 -0.206
C 2.385 0.512 -1.019 -0.410
C 3.487 1.410 -0.868 -0.035
C 4.722 1.153 -1.408 -0.116
C 4.972 -0.028 -2.126 -0.134
C 3.936 -0.921 -2.280 -0.092
C 2.652 -0.682 -1.769 -0.159
C 1.643 -1.697 -2.040 -0.146
N 0.383 -1.562 -1.938 -0.014
C -0.457 -2.668 -2.357 -0.234
C -1.870 -2.482 -1.829 -0.233
N -2.396 -1.169 -2.176 -0.014
C -3.655 -1.028 -2.043 -0.125
C -4.454 0.168 -2.232 -0.143
C -5.802 0.079 -1.849 -0.080
C -6.665 1.146 -1.925 -0.127
C -6.164 2.365 -2.407 -0.106
C -4.857 2.487 -2.804 -0.022
C -3.940 1.398 -2.749 -0.378
O -2.736 1.545 -3.182 -0.254
H 3.291 2.323 -0.318 0.106
H 5.520 1.877 -1.281 0.093
H 5.949 -0.228 -2.545 0.083
H 4.102 -1.846 -2.827 0.100
H 2.053 -2.655 -2.405 0.120
H -0.063 -3.631 -2.003 0.111
H -0.497 -2.717 -3.451 0.101
H -1.855 -2.597 -0.739 0.093
H -2.507 -3.281 -2.232 0.113
H -4.250 -1.898 -1.718 0.119
H -6.161 -0.874 -1.471 0.098
H -7.699 1.049 -1.621 0.085
H -6.821 3.227 -2.464 0.095
H -4.471 3.428 -3.176 0.104
F -0.514 -3.941 2.673 0.045
C -0.310 -2.624 2.948 -0.185
C -0.684 -1.692 2.019 0.101
C -0.516 -0.337 2.267 -0.024
C -0.942 0.633 1.229 -0.312
O -1.557 0.202 0.257 -0.030
C -0.608 2.004 1.520 -0.023
C -0.093 2.308 2.731 0.044
N 0.245 1.415 3.711 0.004
C 0.711 1.879 4.988 -0.272
C 2.151 1.670 5.373 -0.104
C 1.643 3.043 5.042 -0.082
C 0.050 0.068 3.482 -0.115
C 0.426 -0.899 4.419 0.053
C 0.254 -2.250 4.166 -0.151
N 0.711 -3.179 5.154 -0.114
C 0.114 -3.070 6.479 -0.122
C 1.205 -3.416 7.511 -0.075
N 2.278 -4.158 6.771 0.041
C 1.662 -5.254 5.952 -0.071
C 0.889 -4.580 4.798 -0.135
C -0.760 3.184 0.556 -0.613
O -0.599 4.306 1.042 0.010
O -0.954 2.893 -0.654 -0.158
H -1.127 -1.993 1.079 0.119
H 0.096 3.353 2.935 0.136
H -0.027 1.799 5.781 0.152
H 2.790 1.196 4.640 0.113
H 2.377 1.429 6.404 0.095
H 1.964 3.469 4.102 0.113
H 1.501 3.761 5.835 0.108
H 0.898 -0.587 5.340 0.106
H -0.747 -3.743 6.586 0.137
H -0.240 -2.059 6.650 0.127
H 0.840 -4.060 8.308 0.132
H 1.664 -2.530 7.947 0.134
H 3.011 -4.494 7.394 0.184
H 2.669 -3.486 6.101 0.184
H 1.016 -5.821 6.619 0.133
H 2.452 -5.908 5.589 0.134
H -0.054 -5.111 4.643 0.131
H 1.464 -4.641 3.877 0.138
C -0.972 -0.060 -5.468 -0.103
N 0.331 0.454 -5.077 -0.278
C 1.382 -0.507 -5.356 -0.105
C 0.630 1.715 -5.738 -0.217
C -0.174 2.894 -5.222 -0.210
N 0.079 3.208 -3.826 -0.317
C 1.466 3.540 -3.549 -0.093
C -0.804 4.292 -3.404 -0.106
H -1.045 -0.189 -6.563 0.089
H -1.764 0.605 -5.124 0.061
H -1.140 -1.025 -4.990 0.069
H 1.539 -0.651 -6.440 0.087
H 1.125 -1.476 -4.924 0.069
H 2.320 -0.174 -4.909 0.081
H 0.463 1.639 -6.829 0.122
H 1.695 1.914 -5.605 0.106
H -1.244 2.696 -5.316 0.111
H 0.064 3.760 -5.868 0.123
H 1.839 4.340 -4.212 0.091
H 2.110 2.666 -3.651 0.075
H 1.547 3.879 -2.515 0.091
H -0.606 5.214 -3.977 0.088
H -0.671 4.487 -2.344 0.069
H -1.838 3.985 -3.561 0.072
```

Output
Electronic energy   -2588.4852 Eh
Multiplicity   1
Total charge   0
HOMO   -5.52 eV
Relative energy (zero: lowest compared OMol25 entry of this formula, charge and spin)   0.000 eV